1.
Formula: C31H36N8O4STi
Source: OMol25
Level of theory: the ωB97M-V functional and the def2-TZVPD basis

Summary:
E_LUMO	-6.26	eV
M	664.62	g/mol
E	-3189.13484	a.u.
total charge	+2
frontier orbital gap	0.2750	Eh
F_max	0.0082	hartree/bohr
HOMO energy	-13.7	eV

Cartesian coordinates (Å):
Ti1 -0.51599 0.04046 -0.00409
C1 5.36756 0.05778 2.40874
C2 4.10923 0.14053 3.25815
N1 3.06166 0.95697 2.63357
C3 2.18498 0.46469 1.74910
S1 0.88385 1.52710 1.23672
N2 2.35353 -0.72792 1.26133
N3 1.34382 -1.13422 0.42978
C4 1.46704 -2.33412 -0.03329
C5 2.64558 -3.20979 0.23189
C6 0.31800 -2.83643 -0.78961
C7 0.29332 -4.09419 -1.37220
C8 -0.85685 -4.52020 -2.01547
C9 -1.95242 -3.67584 -2.04963
C10 -1.85277 -2.43442 -1.44899
N4 -0.74343 -2.01229 -0.83336
H1 6.11218 -0.56865 2.89779
H2 5.14401 -0.38728 1.43964
H3 5.80385 1.04580 2.25956
H4 3.69843 -0.85499 3.42813
H5 4.32752 0.58692 4.22628
H6 2.83377 1.84770 3.04364
H7 3.49727 -2.62021 0.55022
H8 2.40837 -3.91491 1.03297
H9 2.90862 -3.78676 -0.65284
H10 1.15662 -4.73866 -1.31612
H11 -0.89728 -5.49918 -2.47245
H12 -2.87742 -3.96696 -2.52475
H13 -2.69503 -1.75835 -1.44729
O1 -0.99349 -1.02607 1.79271
C11 -2.20900 -0.96626 1.46175
O2 -2.46386 -0.35213 0.34982
C12 -3.29113 -1.52857 2.26891
C13 -3.00369 -2.19427 3.46153
C14 -4.03561 -2.71897 4.21987
C15 -5.35107 -2.58203 3.79391
C16 -5.60699 -1.91880 2.60678
C17 -4.60287 -1.38638 1.82926
N5 -7.00510 -1.77088 2.14507
O3 -7.17332 -1.22328 1.07461
O4 -7.87139 -2.23029 2.85237
H14 -1.97479 -2.28894 3.78052
H15 -3.82275 -3.23474 5.14511
H16 -6.17742 -2.97923 4.36576
H17 -4.84323 -0.87293 0.90978
N6 -0.17939 3.24532 -1.65353
C18 -1.08506 3.32746 -0.60698
C19 -1.56621 4.58947 -0.24378
C20 -2.41844 4.71821 0.82193
C21 -2.78806 3.57019 1.51889
C22 -2.28274 2.36851 1.10579
N7 -1.43633 2.20779 0.05495
H18 -0.15967 4.09084 -2.20617
H19 -0.28930 2.42312 -2.22998
H20 -1.25993 5.45069 -0.82167
H21 -2.79767 5.68950 1.10799
H22 -3.45482 3.60839 2.36655
H23 -2.55680 1.47576 1.64324
C23 3.00159 3.00651 -2.54750
N8 2.91381 1.99333 -1.46557
C24 4.10116 2.08789 -0.57465
C25 2.74726 0.58782 -1.99721
C26 1.41842 0.43306 -2.68681
C27 1.36406 0.53515 -4.07471
C28 0.14825 0.54466 -4.74729
C29 -1.03288 0.47033 -4.02733
C30 -0.97080 0.33607 -2.64403
C31 0.23719 0.28786 -1.95055
H24 3.04258 3.99526 -2.09819
H25 2.13541 2.92684 -3.19599
H26 3.90887 2.82365 -3.12038
H27 2.07030 2.19111 -0.89747
H28 4.99456 1.89075 -1.16392
H29 4.01507 1.35599 0.22296
H30 4.15022 3.08970 -0.15542
H31 2.84113 -0.07159 -1.13824
H32 3.58307 0.41503 -2.67582
H33 2.28393 0.61870 -4.64225
H34 0.12673 0.62226 -5.82532
H35 -1.98779 0.50351 -4.53376
H36 -1.92001 0.27207 -2.10301

Löwdin atomic charge list, values in e, 5 entries:
1 Ti 0.9655
2 C -0.0825
3 C -0.2117
4 N -0.0006
5 C -0.7376

=====

2.
Formula: C31H37Cl3GeN3O2Pt
Source: OMol25
Level of theory: the ωB97M-V functional and the def2-TZVPD basis

Summary:
E_LUMO (alpha / beta)	-6.24 / -9.29	eV
<S²>	8.8050
M	857.70	g/mol
E	-5094.48826	a.u.
total charge	+2
frontier orbital gap (alpha / beta)	0.2708 / 0.2134	Eh
F_max	0.0172	hartree/bohr
2S+1	6
HOMO energy (alpha / beta)	-13.6 / -15.1	eV

Cartesian coordinates (Å):
Pt1 0.56615 -0.16849 -1.01505
C1 -1.02093 1.99032 1.91012
C2 0.32072 2.60271 1.50565
C3 1.44539 1.56993 1.53277
C4 0.29182 3.35055 0.18629
C5 0.68968 4.65877 0.16915
C6 0.60122 5.46013 -0.99278
C7 0.06540 4.95795 -2.15663
C8 -0.38311 3.64902 -2.22622
C9 -0.80334 3.09810 -3.55630
C10 -1.96215 3.89463 -4.16072
C11 0.39808 3.09243 -4.51636
C12 -0.26889 2.81944 -1.02915
N1 -0.71682 1.51813 -1.07833
C13 -2.09547 1.28963 -1.31410
O1 -2.88672 2.16930 -1.51030
C14 -2.47487 -0.14940 -1.13347
C15 -3.75824 -0.65903 -1.22079
C16 -3.93844 -2.01439 -0.96017
C17 -2.85834 -2.81068 -0.58655
C18 -1.61147 -2.21403 -0.50364
N2 -1.46536 -0.93064 -0.79468
C19 -0.35179 -2.89487 -0.05111
O2 -0.25860 -4.07836 0.11295
N3 0.72762 -1.99118 0.11556
C20 1.79808 -2.34190 0.86348
C21 3.11793 -1.97611 0.40778
C22 4.19900 -2.40259 1.13144
C23 4.03199 -3.15614 2.30258
C24 2.76636 -3.43466 2.79431
C25 1.62884 -3.01629 2.13623
C26 0.30593 -3.08255 2.86680
C27 -0.05996 -4.50623 3.27724
C28 0.36680 -2.15820 4.09280
C29 3.35202 -1.30515 -0.92364
C30 4.38955 -0.19177 -0.87780
C31 3.62629 -2.32390 -2.02087
H1 -0.99306 1.73620 2.96921
H2 -1.23325 1.07123 1.36192
H3 -1.84672 2.68443 1.75481
H4 0.56218 3.36398 2.25211
H5 1.30960 0.91792 0.64670
H6 1.39440 0.93296 2.41489
H7 2.43634 2.01522 1.46199
H8 1.04819 5.11600 1.08172
H9 0.95889 6.48068 -0.95443
H10 0.01479 5.58028 -3.03830
H11 -1.11976 2.06539 -3.43152
H12 -1.66976 4.92840 -4.34599
H13 -2.83931 3.88920 -3.51870
H14 -2.22825 3.45382 -5.12050
H15 0.66163 4.10389 -4.82432
H16 0.13424 2.53030 -5.41184
H17 1.28038 2.62826 -4.07397
H18 -4.57830 -0.00560 -1.48431
H19 -4.92591 -2.44915 -1.03327
H20 -2.96384 -3.86264 -0.35927
H21 5.20052 -2.19626 0.78142
H22 4.90579 -3.49836 2.83986
H23 2.67066 -3.94590 3.74174
H24 -0.48175 -2.68405 2.22346
H25 0.69946 -4.92913 3.93528
H26 -0.17178 -5.16404 2.41839
H27 -0.99643 -4.49337 3.83436
H28 1.09865 -2.50957 4.81944
H29 -0.60555 -2.14225 4.58387
H30 0.62770 -1.13516 3.81857
H31 2.37366 -0.78483 -1.21061
H32 5.39261 -0.61006 -0.78330
H33 4.22553 0.48736 -0.04201
H34 4.36979 0.37257 -1.80909
H35 4.52284 -2.88867 -1.75553
H36 3.80567 -1.82853 -2.97279
H37 2.80963 -3.03530 -2.13540
Cl1 -1.51625 -0.38399 -4.35749
Ge1 0.33385 -0.98987 -3.44824
Cl2 1.92095 -0.39361 -4.74216
Cl3 0.21714 -3.12934 -3.36869

Löwdin atomic charge list, values in e, 5 entries:
1 Pt 1.0618
2 C -0.0344
3 C -0.3523
4 C -0.0419
5 C -0.1068

=====

3.
Formula: C31H37F3N3
Source: OMol25
Level of theory: the ωB97M-V functional and the def2-TZVPD basis

Summary:
E_LUMO	-3.59	eV
M	508.65	g/mol
E	-1666.95448	a.u.
total charge	+1
frontier orbital gap	0.2308	Eh
F_max	0.1078	hartree/bohr
HOMO energy	-9.9	eV

Cartesian coordinates (Å):
C1 -6.78051 -0.51576 -0.48432
C2 -5.35673 -0.27216 -0.87492
C3 -4.77925 0.98007 -0.64477
C4 -3.44862 1.23287 -0.96701
C5 -2.90479 2.61055 -0.73255
C6 -2.68387 0.16297 -1.43629
N1 -1.29409 0.37962 -1.64191
C7 -0.20182 0.13126 -0.87741
N2 0.92116 0.35394 -1.60202
C8 2.27112 0.06426 -1.28522
C9 2.65198 -1.26059 -1.08857
C10 1.67400 -2.38908 -1.18711
C11 3.97912 -1.52050 -0.76464
C12 4.91922 -0.49322 -0.67333
C13 6.35325 -0.80110 -0.38578
C14 4.50230 0.82532 -0.87837
C15 3.18018 1.12935 -1.18755
C16 2.79750 2.57704 -1.31740
C17 0.58828 1.05322 -2.86698
C18 -0.90303 1.06472 -2.90838
C19 -3.25751 -1.04772 -1.83392
C20 -2.46320 -2.10383 -2.55007
C21 -4.59108 -1.26470 -1.48445
H1 -7.05877 -1.55929 -0.65492
H2 -6.94783 -0.28165 0.57391
H3 -7.46133 0.11468 -1.06880
H4 -5.38407 1.77680 -0.21084
H5 -1.83389 2.68989 -0.93655
H6 -3.43313 3.34849 -1.35614
H7 -3.08106 2.91965 0.30773
H8 2.20923 -3.34252 -1.09491
H9 0.95514 -2.36275 -0.35919
H10 1.12313 -2.41333 -2.13961
H11 4.26987 -2.55900 -0.59215
H12 6.91963 0.11743 -0.20788
H13 6.44078 -1.44617 0.49514
H14 6.81718 -1.32842 -1.22887
H15 5.21548 1.64868 -0.78483
H16 3.50839 3.19225 -0.74622
H17 2.85380 2.94457 -2.35349
H18 1.80014 2.79074 -0.91698
H19 0.99710 2.06449 -2.86320
H20 1.00481 0.55029 -3.74974
H21 -1.31143 0.54354 -3.78626
H22 -1.31736 2.07677 -2.94953
H23 -3.10211 -2.98143 -2.71266
H24 -2.10950 -1.76581 -3.53603
H25 -1.59202 -2.45815 -1.97472
H26 -5.04409 -2.23314 -1.71684
C22 -1.85068 -2.60678 0.83688
N3 -1.19540 -1.50432 1.52602
C23 -1.61413 -1.41613 2.93185
C24 -0.30028 -0.66923 1.01784
C25 0.66574 -0.06737 1.86173
C26 1.16920 -0.62844 3.09537
C27 1.90970 0.11916 3.99903
C28 2.20606 1.45355 3.73194
C29 2.92693 2.31031 4.73521
F1 3.72062 3.23844 4.11538
F2 2.04663 3.00984 5.52564
F3 3.72729 1.60118 5.58424
C30 1.75049 2.03718 2.55057
C31 0.97122 1.29269 1.66712
H27 -2.20059 -3.31595 1.60409
H28 -2.73138 -2.25835 0.28345
H29 -1.18536 -3.14399 0.15380
H30 -2.64913 -1.75494 2.98718
H31 -1.06152 -2.09116 3.59922
H32 -1.57971 -0.40401 3.35037
H33 -0.17758 -0.98489 -0.32155
H34 1.02382 -1.67777 3.36035
H35 2.29717 -0.31546 4.92888
H36 1.98096 3.07220 2.31706
H37 0.53827 1.76112 0.79488

Löwdin atomic charge list, values in e, 5 entries:
1 C -0.0435
2 C -0.2529
3 C 0.0080
4 C -0.1857
5 C -0.0258